Below is the molecule C4H6O2 in a non-equilibrium geometry, with properties calculated with the ωB97M-V functional and the def2-TZVPD basis.

The geometry in ORCA input format:
```
! RIJCOSX wB97M-V def2-TZVPD def2/J DEFGRID3
* xyz 0 1
O 1.793 0.003 1.283
C 1.854 0.201 0.098
C 0.674 -0.602 -0.446
C -0.644 -0.474 0.355
C -1.493 0.706 0.160
O -1.777 -0.514 -0.506
H 2.227 1.200 -0.273
H 0.936 -1.664 -0.533
H 0.501 -0.096 -1.373
H -0.779 -1.047 1.280
H -2.224 1.001 0.913
H -1.124 1.517 -0.470
*
```

Properties
calculated total energy	-8337.2755	eV
SMILES	O=CC[C@H]1CO1
gap between HOMO and LUMO	0.3742	hartree
relative energy (zero: lowest compared OMol25 entry of this formula, charge and spin)	3.1856	eV



Below is the molecule C3H7NO2 in a non-equilibrium geometry, with properties calculated with the ωB97M-V functional and the def2-TZVPD basis.

The geometry in ORCA input format:
```
! RIJCOSX wB97M-V def2-TZVPD def2/J DEFGRID3
* xyz 0 1
N 1.076 -1.266 -0.252
C 0.772 0.110 -0.001
C 0.210 0.448 1.322
O -1.303 0.708 0.698
C -0.718 0.694 -0.541
O -1.344 -0.122 -1.460
H 1.313 -1.409 -1.227
H 0.276 -1.855 -0.042
H 1.572 0.760 -0.349
H 0.541 1.373 1.786
H 0.042 -0.358 2.032
H -0.562 1.674 -1.008
H -1.875 -0.756 -0.959
*
```

Properties
calculated total energy	-8807.7666	eV
SMILES	N[C@@H]1CO[C@@H]1O
gap between HOMO and LUMO	0.3518	hartree
relative energy (zero: lowest compared OMol25 entry of this formula, charge and spin)	2.7623	eV



Below is a 2-piece molecular cluster, C2F5N overall in a non-equilibrium geometry, with properties calculated with the ωB97M-V functional and the def2-TZVPD basis.

The geometry in ORCA input format:
```
! RIJCOSX wB97M-V def2-TZVPD def2/J DEFGRID3
* xyz 0 1
C -1.040 1.111 -0.076
C 1.530 -1.985 0.347
N -0.977 0.638 -1.232
F -2.190 1.466 0.411
F -0.076 1.262 0.808
F 0.319 -1.441 0.211
F 2.162 -1.266 1.200
F 0.272 0.213 -1.670
*
```

Properties
calculated total energy	-17146.4145	eV
gap between HOMO and LUMO	0.4168	hartree
relative energy (zero: lowest compared OMol25 entry of this formula, charge and spin)	4.8060	eV



Below is C51H53As2BaBr2N4O9 as an isolated structure in a non-equilibrium geometry, with properties calculated with the ωB97M-V functional and the def2-TZVPD basis.

The geometry in ORCA input format:
```
! RIJCOSX wB97M-V def2-TZVPD def2/J DEFGRID3
* xyz -1 1
Ba -9.403 -21.680 -7.026
O -11.602 -19.989 -13.413
C -11.203 -20.313 -12.105
C -9.886 -20.109 -11.765
C -9.459 -20.462 -10.488
N -10.261 -20.846 -9.541
C -11.565 -20.949 -9.833
C -12.064 -20.765 -11.137
C -12.616 -21.202 -8.725
O -13.793 -21.140 -9.059
O -12.061 -21.318 -7.565
C -7.953 -20.229 -10.139
O -7.286 -19.672 -11.002
O -7.678 -20.457 -8.940
H -10.921 -19.422 -13.784
H -9.129 -19.787 -12.446
H -13.151 -20.836 -11.341
Br -8.641 -16.315 -10.833
C -8.021 -17.423 -9.365
Br -8.376 -16.633 -7.663
H -6.940 -17.737 -9.401
H -8.595 -18.309 -9.340
C -4.037 -20.927 -2.381
O -3.844 -22.362 -2.427
C -3.388 -22.890 -3.625
C -2.039 -23.066 -3.810
C -1.596 -23.567 -4.997
C -2.494 -23.902 -5.976
C -3.874 -23.835 -5.747
C -4.376 -23.376 -4.534
N -5.724 -23.143 -4.202
C -6.908 -23.382 -4.962
N -6.787 -24.465 -5.772
C -7.570 -24.956 -6.882
C -8.255 -24.080 -7.759
C -8.903 -24.684 -8.814
C -8.966 -26.079 -9.015
C -8.250 -26.911 -8.070
C -7.614 -26.343 -6.984
O -6.993 -27.149 -5.990
C -5.690 -27.522 -6.410
N -7.915 -22.603 -4.804
C -7.866 -21.423 -4.051
C -8.265 -21.417 -2.732
C -8.224 -20.249 -1.965
C -7.779 -19.099 -2.548
C -7.351 -19.046 -3.866
C -7.461 -20.202 -4.648
O -7.076 -20.266 -5.919
C -6.040 -19.369 -6.321
H -5.077 -20.738 -2.673
H -3.347 -20.457 -3.121
H -3.812 -20.655 -1.383
H -1.294 -22.754 -3.072
H -0.538 -23.764 -5.133
H -2.215 -24.314 -6.950
H -4.494 -24.214 -6.580
H -5.852 -22.540 -3.405
H -6.144 -25.215 -5.444
H -9.474 -24.107 -9.522
H -9.435 -26.579 -9.906
H -8.146 -27.970 -8.272
H -5.285 -28.293 -5.664
H -5.032 -26.672 -6.415
H -5.644 -28.003 -7.381
H -8.562 -22.359 -2.327
H -8.469 -20.293 -0.913
H -7.642 -18.174 -2.037
H -7.042 -18.132 -4.375
H -5.599 -19.789 -7.226
H -5.269 -19.427 -5.562
H -6.398 -18.366 -6.550
O -10.989 -21.026 -4.750
H -10.698 -20.125 -4.395
H -11.832 -20.880 -5.238
C -10.734 -25.970 -5.130
As -11.308 -24.293 -5.784
C -12.589 -23.954 -4.355
C -12.593 -24.859 -7.133
H -11.562 -26.623 -4.746
H -9.969 -25.764 -4.411
H -10.271 -26.515 -5.947
H -13.072 -24.861 -4.083
H -13.277 -23.156 -4.585
H -12.014 -23.619 -3.524
H -13.282 -25.415 -6.530
H -12.151 -25.489 -7.920
H -13.032 -23.954 -7.569
C -9.685 -14.244 -4.368
C -9.505 -15.521 -3.812
C -10.215 -16.579 -4.367
C -11.161 -16.410 -5.367
C -11.406 -15.140 -5.844
C -10.667 -14.050 -5.356
As -11.686 -18.099 -6.173
C -12.504 -17.606 -7.870
C -13.715 -16.889 -7.976
C -14.108 -16.540 -9.319
C -13.341 -16.929 -10.440
C -12.127 -17.531 -10.271
C -11.742 -17.872 -8.976
C -13.460 -18.553 -5.323
C -13.911 -17.944 -4.146
C -15.085 -18.339 -3.488
C -15.863 -19.366 -4.064
C -15.468 -19.908 -5.321
C -14.234 -19.520 -5.897
H -9.096 -13.390 -3.957
H -8.673 -15.752 -3.111
H -10.008 -17.527 -3.867
H -12.161 -14.987 -6.631
H -10.939 -13.078 -5.806
H -14.321 -16.697 -7.126
H -15.127 -16.256 -9.472
H -13.871 -16.700 -11.382
H -11.422 -17.787 -11.057
H -10.758 -18.334 -8.890
H -13.306 -17.228 -3.605
H -15.399 -17.974 -2.492
H -16.753 -19.648 -3.508
H -16.125 -20.615 -5.775
H -13.945 -20.005 -6.846
*
```

Properties
calculated total energy	-340593.3061	eV
gap between HOMO and LUMO	0.2552	hartree
relative energy (zero: lowest compared OMol25 entry of this formula, charge and spin)	0.0000	eV



Below is C41H44BrN3O5PSc as an isolated structure in a non-equilibrium geometry, with properties calculated with the ωB97M-V functional and the def2-TZVPD basis.

The geometry in ORCA input format:
```
! RIJCOSX wB97M-V def2-TZVPD def2/J DEFGRID3
* xyz 2 1
Sc 0.299 0.921 -0.143
C -0.452 4.066 0.800
O 0.270 2.885 1.166
C 1.216 3.149 2.211
C 1.996 1.894 2.483
O 2.389 1.386 1.210
C 3.406 0.386 1.259
C 3.828 0.125 -0.161
O 2.667 0.121 -0.980
C 3.010 -0.089 -2.351
H -0.950 4.483 1.675
H -1.197 3.783 0.060
H 0.227 4.806 0.374
H 0.691 3.467 3.114
H 1.876 3.958 1.886
H 1.397 1.153 3.016
H 2.875 2.145 3.078
H 3.027 -0.514 1.746
H 4.258 0.756 1.832
H 4.339 -0.839 -0.223
H 4.515 0.902 -0.512
H 3.522 -1.046 -2.469
H 3.661 0.716 -2.703
H 2.094 -0.096 -2.934
C -2.411 2.068 -2.175
O -1.381 1.105 -1.915
C -1.155 0.158 -2.907
C -1.672 0.259 -4.187
C -1.374 -0.729 -5.116
C -0.567 -1.802 -4.764
C -0.059 -1.893 -3.478
C -0.350 -0.912 -2.541
N 0.128 -0.920 -1.192
N 0.633 -2.035 -0.840
C 1.022 -2.309 0.422
C 0.751 -1.470 1.530
O 0.302 -0.261 1.346
C 0.918 -1.958 2.846
C 1.448 -3.194 3.047
C 1.837 -4.046 1.970
C 2.420 -5.305 2.217
C 2.771 -6.122 1.176
C 2.539 -5.703 -0.144
C 1.973 -4.478 -0.408
C 1.613 -3.622 0.646
H -3.321 1.561 -2.481
H -2.578 2.599 -1.243
H -2.098 2.776 -2.942
H -2.311 1.082 -4.475
H -1.779 -0.653 -6.117
H -0.333 -2.568 -5.491
H 0.558 -2.728 -3.180
H 0.612 -1.321 3.668
H 1.584 -3.556 4.061
H 2.585 -5.616 3.242
H 3.222 -7.087 1.366
H 2.808 -6.354 -0.966
H 1.801 -4.163 -1.428
Br 3.196 5.950 -4.167
C 2.420 4.582 -3.171
C 2.914 4.255 -1.917
C 2.300 3.242 -1.210
N 1.240 2.546 -1.662
C 0.799 2.868 -2.888
C 1.347 3.866 -3.670
H 3.762 4.777 -1.495
H 2.679 2.965 -0.239
H -0.015 2.284 -3.284
H 0.943 4.070 -4.652
C -3.795 1.984 1.195
P -2.375 0.833 0.999
C -2.192 0.336 2.751
C -1.558 1.252 3.595
C -1.389 0.978 4.943
C -1.850 -0.226 5.467
C -2.493 -1.133 4.640
C -2.668 -0.854 3.287
C -3.104 -0.604 0.143
C -4.212 -0.448 -0.690
C -4.676 -1.509 -1.457
C -4.036 -2.739 -1.408
C -2.938 -2.909 -0.575
C -2.476 -1.850 0.191
H -4.119 2.443 0.261
H -3.503 2.777 1.883
H -4.624 1.429 1.632
H -1.214 2.199 3.191
H -0.911 1.703 5.591
H -1.727 -0.443 6.520
H -2.873 -2.061 5.048
H -3.197 -1.564 2.665
H -4.744 0.494 -0.731
H -5.547 -1.376 -2.086
H -4.401 -3.566 -2.003
H -2.440 -3.870 -0.521
H -1.626 -2.007 0.844
*
```

Properties
calculated total energy	-157960.7566	eV
gap between HOMO and LUMO	0.2448	hartree
relative energy (zero: lowest compared OMol25 entry of this formula, charge and spin)	0.0000	eV



Below is the molecule C6H8 in a non-equilibrium geometry, with properties calculated with the ωB97M-V functional and the def2-TZVPD basis.

The geometry in ORCA input format:
```
! RIJCOSX wB97M-V def2-TZVPD def2/J DEFGRID3
* xyz 0 1
C 0.669 -1.709 -0.477
C 1.151 -0.296 -0.341
C -0.041 0.538 -0.028
C -1.465 0.919 -0.234
C -0.573 1.970 0.307
C -0.890 0.882 1.173
H 1.507 -2.354 -0.360
H 0.131 -1.933 -1.395
H -0.020 -1.870 0.361
H 1.458 0.097 -1.325
H 1.922 -0.131 0.422
H -2.281 0.372 -0.637
H -0.380 3.083 0.392
H -1.187 0.432 2.142
*
```

Properties
calculated total energy	-6346.2270	eV
SMILES	CC[C@]12[C@@H]3[C@H]1[C@@H]32
gap between HOMO and LUMO	0.3379	hartree
relative energy (zero: lowest compared OMol25 entry of this formula, charge and spin)	4.5569	eV



Which value of calculated total energy does entry 3 give?
-17146.4145 eV



What is the formula in the first record?
C4H6O2